The following is a DFT calculation (ωB97M-V with the def2-TZVPD basis set) of C23H27ClN2O7S in the gas phase in a non-equilibrium geometry.

```
61
Properties=species:S:1:pos:R:3:mulliken_charge:R:1
C 1.74091 1.16123 5.86458 -1.009
C 0.43093 0.38097 5.92369 -0.370
O 0.53709 -0.90922 5.35526 -0.496
C 0.56620 -1.05293 4.00316 0.586
C 0.78630 -2.34974 3.54076 -0.958
C 0.81406 -2.63653 2.19121 -0.895
C 0.61815 -1.62224 1.26132 -0.498
C 0.40990 -0.32751 1.71856 -0.302
C 0.37963 -0.03863 3.06884 -0.010
H 0.21141 0.98246 3.37075 0.459
H 0.27187 0.45959 0.99616 0.729
O 0.56247 -1.79446 -0.10534 0.122
C 1.15502 -2.93691 -0.67105 -0.945
C 2.69193 -2.90137 -0.57977 -0.614
C 3.17917 -1.70755 -1.36686 0.479
O 3.39113 -1.70929 -2.55269 -0.618
O 3.27933 -0.63270 -0.58722 -0.273
C 3.68719 0.60166 -1.17225 -0.892
H 4.62726 0.89439 -0.69526 0.339
H 3.84772 0.47013 -2.24802 0.446
C 2.67605 1.71396 -0.87146 1.027
O 2.99813 2.64900 -0.16490 -0.707
N 1.44634 1.61208 -1.41722 0.148
C 0.95271 0.55909 -2.27946 1.412
H 1.76881 -0.05825 -2.64645 0.437
H 0.26190 -0.07373 -1.70913 -0.980
C 0.23794 1.16622 -3.49609 -1.600
N -0.75385 2.13910 -3.12362 0.192
S -2.33174 1.64374 -2.95658 1.298
O -2.61128 0.79972 -4.07828 -0.729
O -3.10678 2.82829 -2.74358 -0.733
C -2.45069 0.63269 -1.47038 0.058
C -2.29379 -0.73694 -1.56586 -0.335
C -2.38048 -1.51846 -0.42691 -0.627
C -2.61944 -0.90864 0.79728 0.617
C -2.79913 0.46563 0.88990 -0.869
C -2.71899 1.23735 -0.25624 -0.518
H -2.88095 2.30365 -0.22655 0.498
H -3.00292 0.91866 1.84705 0.465
Cl -2.70430 -1.86935 2.22274 -0.173
H -2.26739 -2.58896 -0.48342 0.417
H -2.12454 -1.17662 -2.53599 0.538
C -0.25099 3.17269 -2.25498 -1.277
H -1.09812 3.79605 -1.97022 0.501
C 0.43259 2.57725 -1.02419 -0.029
H 0.92981 3.35465 -0.44111 0.599
H -0.31511 2.07467 -0.39900 -0.294
H 0.46439 3.77904 -2.82101 0.330
H -0.26870 0.39154 -4.07098 0.472
H 0.97314 1.66149 -4.14068 0.413
H 3.09941 -3.81147 -1.01715 0.517
H 2.99633 -2.80202 0.46182 0.401
H 0.84974 -2.92351 -1.72142 0.531
H 0.77665 -3.85687 -0.21032 0.307
H 0.98131 -3.65726 1.88479 0.389
H 0.93060 -3.13311 4.26772 0.442
H -0.38309 0.94590 5.45282 0.302
H 0.15849 0.19274 6.96604 0.325
H 2.04775 1.33270 4.83576 0.294
H 2.52504 0.60075 6.36723 0.304
H 1.61857 2.11982 6.36115 0.357
```

Summary:
Relative energy (zero: lowest compared OMol25 entry of this formula, charge and spin) (kJ/mol): 4.42
Gap between HOMO and LUMO (eV): 8.60
Net charge: 0
Energy (hartree): -2387.21942
SMILES string: CCOc1ccc(OCCC(=O)OCC(=O)N2CCN(S(=O)(=O)c3ccc(Cl)cc3)CC2)cc1
HOMO energy (eV): -8.24
LUMO level (eV): 0.37